The following is a DFT calculation (wB97M-V/def2-TZVPD) of a molecular structure, C51H83BN11OP2Si2Sr.

## Properties
F_max   1.35 eV Å⁻¹
Relative energy (zero: lowest compared OMol25 entry of this formula, charge and spin)   3.485 eV
Kohn-Sham gap   3.40 eV
HOMO   -2.27 eV

Structure (ORCA input):
```
! RIJCOSX wB97M-V def2-TZVPD def2/J DEFGRID3
* xyz -1 1
C 0.46 6.43 -0.81
C 4.05 -1.00 -1.66
C -3.07 -2.70 -3.27
C -1.37 4.77 -1.08
H -0.27 3.70 1.12
C 2.01 0.55 4.48
H -2.02 -2.27 -5.10
H -1.18 -5.07 -6.85
H -0.60 3.18 -4.87
H -5.46 2.08 -5.05
B -0.43 0.24 3.80
H 1.86 0.06 5.42
C -0.27 -3.56 -3.36
H 5.72 -2.32 4.77
H 5.04 -2.36 -3.70
C -4.32 4.00 -3.02
C 2.35 -5.87 -5.48
H 3.73 -3.51 -3.97
C 1.07 -3.68 -2.95
C -4.13 -2.03 -2.39
C -2.78 -1.81 -4.47
H -0.78 2.19 5.73
C -1.78 -4.29 -1.25
H -4.43 -3.91 -4.41
C -3.06 1.23 -1.92
Sr 0.39 0.70 0.22
C 1.48 -5.08 -4.72
C 0.83 5.18 -4.01
C 0.95 3.75 -3.47
Si -4.45 2.08 -2.73
C 2.59 -1.05 -3.67
N -1.48 1.71 2.03
H 6.40 -0.74 2.96
H -4.30 -2.60 -1.47
N 1.90 -4.51 -3.57
H -1.17 3.31 -3.21
H -0.19 1.93 -3.69
H 4.77 5.52 -1.61
H -5.22 4.38 -3.49
C -6.04 1.78 -1.70
H 3.06 5.48 0.53
H -2.43 -0.83 -4.14
H 2.03 -1.67 -4.37
H 4.14 1.13 4.40
C 3.25 -1.91 -2.59
H 3.35 -6.06 -5.10
H -0.30 7.07 -0.36
H -0.76 1.33 8.32
H 3.45 -3.53 -0.10
H -1.67 3.73 -0.98
H -5.11 0.44 -4.54
H -2.82 -4.61 -4.24
H -1.09 -2.51 4.51
C 2.94 -2.30 2.85
N -0.56 -1.08 3.06
H -2.04 5.38 -0.47
H 3.76 2.05 -0.80
C 3.77 -2.62 3.89
H -6.79 1.22 -2.25
C -0.71 0.75 7.43
N 1.02 0.74 3.60
H -0.66 5.40 1.38
H -1.50 5.08 -2.11
C -2.66 2.26 1.81
C 3.19 4.12 -1.15
C -0.87 -2.32 3.48
Si 1.26 3.62 -1.49
H 4.65 -3.57 -2.47
C -3.60 -4.06 -3.72
N -0.56 -0.99 6.03
H 0.40 -6.47 -8.17
P 1.77 -2.62 -1.61
C 2.61 -3.96 -0.64
C -3.50 2.08 2.91
H 2.21 2.04 -3.94
H 4.81 -0.22 1.13
H 3.42 -3.30 4.65
H -0.07 5.66 -3.62
H -6.50 2.72 -1.39
H -3.01 1.11 -0.85
H 3.99 2.58 -2.47
C 5.43 -1.20 2.95
C 0.05 4.71 0.91
H -3.82 1.47 -5.09
H -5.82 1.21 -0.80
H 3.15 6.18 -1.87
C -0.50 -2.31 1.31
H 2.93 -4.77 -1.29
C -0.62 -0.64 7.30
C 5.05 -2.07 3.96
H 1.41 6.65 -0.32
C 1.95 -6.37 -6.70
H 3.36 2.04 1.95
H 4.60 -1.58 -0.93
C 4.57 -0.90 1.92
C 4.22 -2.91 -3.22
H 2.84 3.78 0.96
O 2.53 -1.17 0.91
H -3.84 -1.01 -2.13
H 1.90 -0.34 -3.20
C 3.39 4.47 0.33
N -0.35 -1.08 1.74
C -0.33 3.00 -3.83
H 0.54 6.69 -1.86
C 4.06 2.89 -1.43
H 3.34 -0.49 -4.23
H 1.02 4.87 1.36
C -0.71 1.20 6.13
C -4.74 1.46 -4.52
N -0.70 -4.10 -4.48
H -3.96 -4.65 -2.88
H -0.92 -4.50 -0.62
C 3.17 1.09 3.95
H 1.77 3.02 -5.33
H 2.63 -6.97 -7.29
H -1.93 -5.15 -1.91
C 2.06 3.06 -4.28
H 1.69 5.78 -3.74
C -2.73 1.38 3.81
C 0.07 4.96 -0.60
C -0.83 -3.15 2.38
H -4.51 2.39 3.03
C -0.20 -5.31 -6.48
H -1.01 -4.21 2.36
H 4.45 4.42 0.59
H -0.60 -1.39 8.07
N -0.63 0.13 5.31
H 0.75 5.15 -5.09
H 3.00 3.60 -4.22
N 1.48 1.35 2.51
H 3.37 -0.31 -1.15
H -2.14 0.96 -2.44
H -5.08 -1.98 -2.93
H -2.97 1.03 4.80
H -0.34 -2.53 0.28
H -3.68 -1.66 -5.07
H -4.17 4.55 -2.09
H 1.90 -4.35 0.10
C 0.17 -4.81 -5.22
C 0.68 -6.08 -7.20
H 4.76 -0.41 -2.24
H 1.93 -2.68 2.75
H 5.11 3.11 -1.22
H -2.66 -4.14 -0.63
N 3.32 -1.45 1.86
P -1.47 -2.74 -2.24
H -2.85 2.75 0.88
H 3.83 5.04 -3.02
N -1.51 1.18 3.26
H -3.49 4.23 -3.67
C 2.77 1.57 2.70
C 3.76 5.28 -1.97
*
```

Atom charges from the Mulliken analysis, given in e for atoms 1 to 6: number 1, C, carries -1.84; number 2, C, carries -1.75; number 3, C, carries 2.45; number 4, C, carries -2.63; number 5, H, carries 0.24; number 6, C, carries -0.37